The following is a DFT calculation (ωB97M-V/def2-TZVPD) of C21H19ILaN4O2S as an isolated structure.

Values from the calculation:
HOMO level in eV: -10.97
Energy in eV: -51933.68007
ΔE to the lowest compared entry with this formula, charge and spin in kJ/mol: 99.1
HOMO-LUMO gap in eV: 6.4
Charge: +1
LUMO in eV: -4.55

CARTESIAN COORDINATES (ANGSTROEM)
La: -0.42768 -0.35091 -0.10020
C: -1.02053 3.14117 -0.96287
O: -0.68807 2.21826 0.08115
C: -0.23870 2.76317 1.27206
C: -0.13758 4.12722 1.51738
C: 0.29380 4.58659 2.75266
C: 0.63045 3.69480 3.75734
C: 0.54802 2.33930 3.52223
C: 0.12450 1.84517 2.28437
N: 0.04234 0.45953 2.03340
N: 0.41554 -0.25468 3.04029
C: 0.43928 -1.57245 3.13592
C: 0.05433 -2.51037 2.10141
O: -0.21972 -2.14722 0.90481
C: -0.02151 -3.88974 2.45180
C: 0.26002 -4.33232 3.70628
C: 0.70849 -3.45377 4.72832
C: 1.03475 -3.92140 6.01210
C: 1.49241 -3.05394 6.97319
C: 1.65328 -1.70049 6.67747
C: 1.32976 -1.22272 5.42771
C: 0.83328 -2.07730 4.43762
H: -1.75643 3.86944 -0.61724
H: -1.44602 2.55205 -1.77280
H: -0.12233 3.64686 -1.32179
H: -0.39320 4.84321 0.75250
H: 0.35770 5.64846 2.92380
H: 0.93911 4.05098 4.72681
H: 0.78344 1.62673 4.29473
H: -0.32867 -4.57218 1.67276
H: 0.16545 -5.38326 3.93379
H: 0.90536 -4.96847 6.24117
H: 1.73391 -3.40879 7.96130
H: 2.03339 -1.02108 7.42636
H: 1.46062 -0.18046 5.18872
I: -2.02751 -0.46155 -2.56546
C: 3.36595 3.04166 0.63452
N: 3.49954 1.79962 1.33951
C: 4.12482 1.58096 2.53782
C: 3.98135 0.27042 2.84391
N: 3.26332 -0.30530 1.82531
C: 2.97510 0.63898 0.89961
S: 2.20962 0.43879 -0.59580
H: 3.62500 3.87041 1.28762
H: 2.33194 3.13806 0.30019
H: 4.01047 3.04783 -0.24523
H: 4.63046 2.36178 3.06793
H: 4.33833 -0.29085 3.68240
H: 3.02321 -1.28453 1.75660

These are the Löwdin partial charges, in e, on atoms 1 to 4: 1.409, -0.050, -0.295, -0.232